[1]
13
Properties=species:S:1:pos:R:3:forces:R:3 method="wB97M-V/def2-TZVPD" molar_mass_g_mol=149.0 charge=-1 energy_ev=-75796.5030 lumo_energy_ev=3.5 homo_lumo_gap_ha=0.2668
Br -0.9163 4.0294 -0.3610 0.0 0.0 0.1
C 1.2905 -0.9212 0.4116 0.0 0.1 0.3
C -0.1765 -0.6552 0.7375 0.1 -0.3 0.0
C -0.8040 0.4327 -0.1327 -0.1 -0.1 0.2
C -0.6171 0.1545 -1.5522 0.0 0.2 -0.2
N -0.4688 -0.0645 -2.6703 0.0 -0.2 0.0
H 1.7169 -1.6442 1.1102 0.0 -0.1 -0.1
H 1.8763 -0.0045 0.5068 0.0 0.0 -0.1
H 1.4028 -1.2981 -0.6041 0.0 0.0 0.0
H -0.2765 -0.3537 1.7815 0.0 0.1 0.0
H -0.7432 -1.5860 0.6262 0.0 0.0 0.0
H -0.4066 1.4287 0.0917 0.0 0.0 -0.2
H -1.8776 0.4820 0.0548 0.0 0.1 0.0

[2]
13
Properties=species:S:1:pos:R:3:forces:R:3 method="wB97M-V/def2-TZVPD" molar_mass_g_mol=149.0 charge=+1 energy_ev=-75782.8006 smiles=BrC[C@]12C[N@H+]1C2 lumo_energy_ev=-4.0 homo_lumo_gap_ha=0.3849
Br 3.0865 0.1219 0.2373 -0.1 0.0 -0.2
C 1.5471 0.2676 -0.9563 1.0 -4.4 0.0
C 0.3444 0.0045 -0.1617 -4.2 -1.0 -2.7
C -0.2428 0.2632 1.0973 1.3 -0.2 1.6
N -0.4167 -1.1124 0.4937 -1.5 1.7 -1.0
C -1.3028 -0.7208 -0.6592 5.5 0.5 1.4
H 1.5566 1.1928 -1.3790 -0.3 2.9 -0.8
H 1.7021 -0.4502 -1.8388 -0.4 0.8 1.5
H 0.4536 0.3930 1.9242 -0.1 -0.5 0.2
H -1.1618 0.7380 1.1956 -1.3 1.1 0.2
H -0.6188 -1.9198 1.0512 1.2 -0.9 0.4
H -2.2334 -0.2541 -0.4185 -0.3 0.4 -0.1
H -1.0189 -1.3313 -1.4871 -0.8 -0.4 -0.6

[3]
13
Properties=species:S:1:pos:R:3:forces:R:3 method="wB97M-V/def2-TZVPD" molar_mass_g_mol=149.0 charge=+1 energy_ev=-75783.6438 smiles=CCCC#[N+]Br lumo_energy_ev=-5.1 homo_lumo_gap_ha=0.3903
C 1.0847 0.2240 0.2542 -1.3 -1.7 -4.3
C -0.2430 0.3417 -0.5786 -2.1 1.8 1.8
C -1.2070 -0.6390 0.1730 1.4 -0.5 1.3
C -2.5871 -0.4361 -0.0191 -8.8 0.1 -1.2
N -3.8043 -0.3682 -0.1493 8.6 -0.3 0.9
Br -5.4798 0.1431 -0.1703 -0.7 0.1 -0.1
H 1.3188 -0.8345 0.0517 0.4 0.2 0.2
H 1.8922 0.7804 -0.1228 0.8 1.0 -0.5
H 1.0106 0.2870 1.2561 -0.6 0.7 3.4
H -0.1334 0.0215 -1.5777 0.4 -0.2 -1.1
H -0.9437 1.3190 -0.6074 2.4 -1.5 0.1
H -1.0561 -0.2416 1.2366 -0.4 -1.2 -0.9
H -0.9630 -1.7548 0.0485 -0.3 1.6 0.4

[4]
13
Properties=species:S:1:pos:R:3:forces:R:3 method="wB97M-V/def2-TZVPD" molar_mass_g_mol=151.0 energy_ev=-76347.2174 lumo_energy_ev="0.1 / 0.0" homo_lumo_gap_ha="0.2926 / 0.2970"
C 0.8523 1.6344 0.7720 1.1 2.0 2.6
C 0.6763 0.8431 -0.2433 0.2 -1.3 -0.5
C -1.6113 -1.0287 -0.8975 4.2 -2.3 -1.9
C 0.7190 -0.6221 -0.2046 -1.2 -0.6 -1.1
O 0.9430 -1.3800 0.9494 0.7 1.6 0.1
Br -1.7536 -0.8802 -2.8068 -0.2 0.7 0.7
H 0.9938 2.7141 0.6817 -0.5 -0.3 -0.4
H 1.0931 1.3671 1.8031 -0.4 -0.6 -0.2
H 0.5873 1.3664 -1.1805 -0.2 -0.6 -0.6
H -1.5038 -2.0935 -0.7730 -0.2 0.0 0.7
H -2.1320 -0.4819 -0.2140 -1.6 1.7 1.2
H 1.2221 -1.0625 -1.0967 -0.8 0.1 0.6
H 1.5184 -0.9042 1.6243 -1.2 -0.5 -1.3

[5]
13
Properties=species:S:1:pos:R:3:forces:R:3 method="wB97M-V/def2-TZVPD" molar_mass_g_mol=151.0 energy_ev=-76346.9162 lumo_energy_ev=0.5 homo_lumo_gap_ha=0.3784
C -1.2543 -1.2163 -0.7617 -2.1 1.0 -0.3
C -2.2457 -0.5492 -0.5521 -0.3 0.6 1.0
C 0.9417 2.1083 -0.2529 4.2 -0.3 -2.6
C 1.1275 0.8712 0.5670 0.7 1.4 -0.3
O 1.1574 -0.2476 0.1504 0.0 -0.4 0.2
Br -3.6290 0.5722 0.1186 1.6 -1.4 -0.9
H -0.5142 -1.8159 -1.2066 0.6 -0.3 0.1
H 0.1400 -4.3920 0.6454 -0.2 0.9 0.7
H 1.7841 2.9256 0.0369 -1.9 -2.0 -0.6
H 1.1070 1.7658 -1.3738 -0.7 1.2 2.1
H 0.0300 2.5399 -0.0286 -2.1 1.0 0.1
H 0.0018 -3.7603 1.0772 0.2 -0.9 -0.7
H 1.3536 1.1983 1.5801 -0.1 -0.8 1.1

[6]
14
Properties=species:S:1:pos:R:3:forces:R:3 method="wB97M-V/def2-TZVPD" molar_mass_g_mol=183.1 energy_ev=-87185.0871 lumo_energy_ev=0.6 homo_lumo_gap_ha=0.3509
C 0.6107 0.2412 1.0934 2.3 -1.8 -1.1
C 0.4586 1.3556 0.1423 -2.3 1.2 -2.3
C -0.2424 -1.1389 -0.9387 -0.9 2.3 0.0
C -0.2718 -0.8814 0.5674 0.0 -3.6 1.9
O -0.7210 1.2501 -2.3875 0.2 0.1 0.1
S 0.3873 0.6023 -1.6489 -0.9 -1.2 1.2
Br -2.1288 -0.4852 1.2414 0.5 -0.1 -0.5
H 1.6944 -0.0803 1.1439 -0.9 -0.1 -0.7
H 0.4455 0.3232 2.1252 -0.8 1.0 1.4
H -0.5622 1.8815 0.1873 1.5 -0.7 0.0
H 1.2371 2.0743 -0.0654 0.3 0.2 0.8
H 0.4559 -1.8781 -1.3227 0.1 -0.1 0.4
H -1.2924 -1.3479 -1.2815 1.2 0.4 -0.1
H -0.0710 -1.9165 1.1439 -0.3 2.4 -1.2

[7]
14
Properties=species:S:1:pos:R:3:forces:R:3 method="wB97M-V/def2-TZVPD" molar_mass_g_mol=183.1 energy_ev=-87181.5907 lumo_energy_ev="-0.3 / -0.8" homo_lumo_gap_ha="0.3007 / 0.2773"
C 0.6129 -1.0508 -0.5335 0.2 0.7 0.4
C 1.0860 -0.1011 0.6317 0.2 0.3 -4.6
C -0.9392 1.4472 -0.2549 -0.1 0.2 -1.7
C -0.8785 -1.3079 -0.6277 1.0 1.3 -0.4
O 0.3872 1.8204 1.9764 -0.3 1.7 2.9
S 0.5785 1.6539 0.5610 -0.8 -1.6 -1.0
Br -1.9517 -1.6876 0.8590 0.2 -0.1 -0.4
H 0.8732 -0.7089 -1.5418 0.2 0.4 0.3
H 1.2891 -1.8907 -0.3759 -0.5 -0.8 0.0
H 0.8458 -0.5594 1.5080 -1.2 -0.5 2.8
H 2.1384 0.0412 0.6333 1.2 -0.4 -0.2
H -0.7737 1.5625 -1.3409 -0.2 -0.2 0.5
H -1.9499 1.7056 0.0745 0.6 -0.1 0.4
H -1.3182 -0.9244 -1.5691 -0.3 -0.7 1.0

[8]
12
Properties=species:S:1:pos:R:3:forces:R:3 method="wB97M-V/def2-TZVPD" molar_mass_g_mol=90.6 energy_ev=-16777.6374 lumo_energy_ev=0.6 homo_lumo_gap_ha=0.3699
C 1.9389 -0.4064 -0.6365 -0.6 2.0 2.2
C 1.1411 0.1980 0.7885 -2.8 -2.9 -1.7
C -0.2532 0.4978 0.1322 1.8 0.4 2.9
C -0.8422 1.6475 -0.0978 -0.6 4.8 -5.1
H 1.3008 -0.9829 -1.6207 1.9 1.7 3.7
H 2.1470 1.0277 -1.0234 0.4 -4.9 0.6
H 2.6366 -1.1121 0.1724 -0.7 2.0 -3.8
H 1.6417 1.0819 1.0677 0.6 0.8 0.4
H 1.0434 -0.5857 1.7608 0.2 2.0 -3.0
H -0.3188 2.6549 -0.2154 0.3 -1.6 1.6
H -1.6023 1.9670 -1.0315 0.9 -2.2 2.9
Cl -1.1033 -0.9219 -0.0134 -1.4 -2.1 -0.6

[9]
12
Properties=species:S:1:pos:R:3:forces:R:3 method="wB97M-V/def2-TZVPD" molar_mass_g_mol=90.6 energy_ev=-16781.9390 smiles=ClCC1CC1 lumo_energy_ev=1.1 homo_lumo_gap_ha=0.4143
Cl 0.8634 -0.8496 -1.4556 -0.3 -0.2 0.7
C 0.9498 0.4196 -0.1446 -1.8 -2.7 1.9
C -0.3810 0.8679 0.5308 1.1 -1.2 0.7
C -1.7151 0.1376 0.7844 0.5 -1.3 -3.7
C -0.8141 0.3935 1.9239 0.1 0.5 1.4
H 1.3706 1.1409 -0.7168 1.1 2.7 -1.1
H 1.6506 0.0967 0.6460 -0.2 -0.1 -0.7
H -0.3473 1.9250 0.5078 -0.8 1.0 -0.2
H -2.6278 0.6525 0.2494 1.6 -1.2 2.1
H -1.5020 -0.9565 0.5062 -1.2 1.7 -0.1
H -0.3288 -0.5505 2.3745 -0.9 1.8 -0.6
H -1.1315 1.2238 2.6098 0.7 -1.1 -0.4

[10]
12
Properties=species:S:1:pos:R:3:forces:R:3 method="wB97M-V/def2-TZVPD" molar_mass_g_mol=90.6 energy_ev=-16782.7538 smiles="C=C(C)CCl" lumo_energy_ev=1.0 homo_lumo_gap_ha=0.3993
C 1.2476 1.0329 0.1995 -1.4 -1.5 -1.1
C 0.2540 0.1949 -0.0787 -2.3 -1.2 1.0
C 0.4483 -1.2808 -0.4668 1.7 1.7 -1.8
C -1.3358 0.5757 0.2178 3.8 -1.8 0.7
Cl -1.8043 0.2575 1.9386 0.2 0.1 -0.5
H 0.8892 1.9495 0.5306 0.3 1.9 0.7
H 2.2595 0.7719 -0.0373 0.4 0.2 0.3
H -0.2479 -1.6116 -1.1955 -1.1 0.0 -0.8
H 1.4275 -1.4154 -1.0318 -0.9 0.1 1.2
H 0.3275 -1.9696 0.3194 0.2 -0.6 1.3
H -1.5584 1.5621 -0.0091 -0.2 1.9 -0.2
H -1.9072 -0.0671 -0.3866 -0.8 -0.8 -0.6

[11]
15
Properties=species:S:1:pos:R:3:forces:R:3 method="wB97M-V/def2-TZVPD" molar_mass_g_mol=168.1 energy_ev=-38676.5318 smiles=C[C@@H](C#N)[Si](C)(Cl)Cl lumo_energy_ev=0.5 homo_lumo_gap_ha=0.3944
C 0.7038 -0.1835 1.4397 0.9 3.0 -0.2
C -0.4398 0.9079 1.2738 -0.5 -4.2 0.0
C -0.0203 2.1296 0.7467 0.5 0.9 -0.9
N 0.3016 3.0854 0.2021 0.2 0.6 -0.1
Si -1.7549 0.0280 -0.0603 2.8 1.2 0.3
C -1.1057 0.0926 -1.8484 3.1 -3.6 3.5
Cl -2.2424 -1.8072 0.6277 -0.1 -0.3 0.1
Cl -3.2292 1.3116 -0.0348 -2.1 1.2 0.2
H 1.4925 0.1576 2.1097 -0.1 0.3 0.3
H 0.4035 -1.0964 1.8313 -1.1 -1.6 0.4
H 1.2413 -0.2960 0.5228 0.1 -0.4 -0.9
H -0.8372 1.0540 2.2738 -0.6 0.0 -0.1
H -0.3074 0.8039 -1.9038 -0.1 1.0 -0.5
H -0.5354 -0.9200 -1.9566 -1.0 1.5 -0.1
H -1.9101 0.0768 -2.4739 -1.9 0.5 -2.0

[12]
18
Properties=species:S:1:pos:R:3:forces:R:3 method="wB97M-V/def2-TZVPD" molar_mass_g_mol=219.5 charge=+1 energy_ev=-48335.2812 lumo_energy_ev=-4.7 homo_lumo_gap_ha=0.3139
C -2.2666 -1.1730 -1.1261 -0.3 -0.8 2.2
C -0.5905 0.0384 -0.0859 -1.6 -0.2 0.1
C 0.7080 1.4026 1.4113 1.5 2.9 0.1
C 3.4500 0.0336 -0.3206 -1.5 -0.7 -0.9
N -0.9058 -0.9084 -0.9493 5.2 -1.8 -2.7
N -2.7593 0.0001 -0.4449 -1.8 -0.1 -1.7
N 0.5678 0.4531 0.3201 -0.1 0.8 0.6
O -1.7505 0.5157 0.3616 1.2 0.9 1.3
Cl 4.2111 0.7542 0.9344 1.3 0.2 0.5
Cl -2.6509 -2.7517 -0.1867 -0.1 0.2 -0.2
Cl 4.3382 -0.8748 -1.4262 0.3 0.4 0.5
H -2.5676 -1.4837 -2.1293 -0.2 1.0 0.1
H 1.7032 1.1975 1.9136 -1.9 -0.4 0.3
H 0.9670 2.4976 1.1154 -0.7 -1.7 -0.5
H -0.2380 1.5457 1.9439 0.7 -0.7 0.6
H -0.0749 -1.4500 -1.3917 -2.5 1.0 0.8
H -3.6578 0.0218 0.0639 1.0 -0.4 -0.3
H 1.5167 0.1813 -0.0037 -0.2 -0.7 -0.9

[13]
14
Properties=species:S:1:pos:R:3:forces:R:3 method="wB97M-V/def2-TZVPD" molar_mass_g_mol=118.6 energy_ev=-19759.3897 lumo_energy_ev="0.1 / -2.8" homo_lumo_gap_ha="0.4068 / 0.2207"
C 0.4440 -0.3625 1.5190 2.2 0.7 -0.7
C -1.6053 -1.9604 -1.7880 0.1 0.2 -0.3
C 3.4664 0.9547 -0.0691 -0.2 1.2 0.9
C 2.6478 -0.1962 0.4795 -1.0 0.6 -2.3
N -0.3787 -0.7478 2.2354 -2.1 -1.1 1.0
N 1.4406 0.2722 1.0498 -0.1 0.6 -0.2
Cl 2.4210 -1.3346 -0.9180 -0.5 -0.4 0.0
H -2.5748 -2.1157 -1.2896 0.6 0.3 -0.5
H -1.4178 -1.1666 -2.5509 -0.4 -0.8 0.9
H -0.7947 -2.6559 -1.5587 -0.3 0.3 -0.1
H 3.0444 1.7060 -0.7909 -0.5 -1.3 0.6
H 4.2998 0.4878 -0.5887 0.6 0.5 0.6
H 3.6240 1.5621 0.8628 0.9 -0.4 -1.0
H 3.1958 -0.7850 1.1644 0.6 -0.4 1.0

[14]
15
Properties=species:S:1:pos:R:3:forces:R:3 method="wB97M-V/def2-TZVPD" molar_mass_g_mol=134.6 energy_ev=-21806.7019 smiles="ON1C=NC[C@H](Cl)C1" lumo_energy_ev=0.7 homo_lumo_gap_ha=0.3794
O -2.3357 -1.2292 -0.3941 1.7 1.4 1.5
N -1.6155 -0.1288 0.4220 0.9 -4.4 -0.5
C -1.3493 0.7859 -0.4908 -1.2 2.1 -3.2
N -0.4734 1.6510 -0.6193 4.3 1.3 1.1
C 0.7114 1.5588 0.3193 -3.8 0.4 3.8
C 1.0297 0.0986 0.6885 0.0 0.2 -2.3
Cl 2.0861 -0.7540 -0.5010 0.1 -0.2 -0.5
C -0.2976 -0.7164 0.9129 0.1 -1.0 1.4
H -3.2013 -0.9295 -0.1599 -1.3 -0.2 0.1
H -2.0381 0.8216 -1.2910 -1.3 -0.1 -0.7
H 1.3798 2.5287 0.2730 -0.9 -2.8 0.0
H 0.1674 1.4733 1.5238 1.1 2.0 -2.7
H 1.6390 0.0756 1.5631 0.1 -0.1 0.7
H -0.5721 -0.4726 1.9542 1.1 -1.5 0.3
H -0.0942 -1.8629 0.6078 -1.0 2.8 0.9

[15]
15
Properties=species:S:1:pos:R:3:forces:R:3 method="wB97M-V/def2-TZVPD" molar_mass_g_mol=136.6 charge=-1 energy_ev=-22367.2463 lumo_energy_ev="2.8 / 3.2" homo_lumo_gap_ha="0.2895 / 0.3062"
C 1.4622 1.4361 2.5412 0.1 0.2 -0.8
C 0.1317 -1.6251 -0.0479 -0.9 -1.4 2.4
C -1.2825 0.3403 -1.0619 0.7 2.0 -1.4
C -0.1964 -0.7244 -1.0614 0.3 0.9 -9.2
N 0.4049 -1.1272 -2.7028 -1.6 1.5 6.6
O 2.3802 2.0914 2.8543 0.9 0.8 0.8
O 1.0518 0.4162 2.1236 -0.7 -1.3 -0.1
Cl -0.2844 2.8199 2.4899 -0.4 0.2 0.0
H -0.5028 -1.6089 0.8411 -0.7 0.1 -0.3
H 1.0054 -1.3593 0.4453 2.2 1.1 0.7
H 0.3441 -2.6399 -0.2859 -0.2 -0.9 -1.0
H -2.2450 -0.0338 -0.7829 -0.8 -1.0 -0.4
H -1.4104 1.1203 -1.9668 0.6 -2.5 1.4
H -1.2380 1.0717 -0.2833 1.1 0.4 1.2
H 0.3793 -0.1773 -3.1026 -0.5 -0.2 0.0

[16]
15
Properties=species:S:1:pos:R:3:forces:R:3 method="wB97M-V/def2-TZVPD" molar_mass_g_mol=136.6 charge=-1 energy_ev=-22362.5983 lumo_energy_ev="2.5 / 0.6" homo_lumo_gap_ha="0.2797 / 0.1772"
C 5.1194 0.7751 0.2120 0.4 -0.5 0.4
C -0.6162 0.7887 -0.2852 3.4 -1.3 0.1
C 0.2257 -1.3419 -1.1558 -1.6 -2.4 0.1
C -0.5077 -0.6374 -0.1001 0.1 -1.4 -1.8
N -3.8144 -0.9425 -0.1041 0.2 -0.2 0.1
O 4.4794 1.5821 0.7282 -0.6 1.1 0.3
O 5.9276 0.0598 -0.2001 0.8 -0.2 -0.6
Cl 3.2041 -0.9607 -0.1627 -0.3 -0.3 0.0
H -1.5163 1.0891 0.0703 -2.3 1.7 1.5
H -0.4141 1.0591 -1.2913 -0.1 0.5 -1.2
H 0.3550 1.0740 0.2449 -1.2 0.2 0.1
H 1.3300 -1.2799 -0.7358 -0.6 0.3 -0.8
H -0.0392 -1.0137 -2.2181 1.0 0.4 1.3
H 0.0002 -2.4903 -1.2190 0.5 1.9 0.6
H -4.3730 -1.7871 0.1662 0.5 0.3 -0.1

[17]
13
Properties=species:S:1:pos:R:3:forces:R:3 method="wB97M-V/def2-TZVPD" molar_mass_g_mol=106.6 energy_ev=-18829.3954 smiles="C=C(Cl)[C@@H](C)O" lumo_energy_ev=0.8 homo_lumo_gap_ha=0.3775
C 1.0477 1.7957 -0.0876 -2.0 -3.8 1.0
C 0.4999 0.5365 0.0429 -1.7 2.4 -1.3
Cl 1.5746 -0.8960 -0.0595 -1.1 0.9 -0.1
C -1.1514 0.3414 0.0436 4.1 0.3 1.6
C -1.8166 -0.3234 -1.0901 -1.5 -3.2 1.0
O -1.4804 -0.2556 1.2500 -0.2 -1.8 1.8
H 0.5934 2.7124 0.2264 -0.5 0.2 -0.4
H 2.0259 1.7321 -0.3918 2.5 0.6 -0.2
H -1.5728 1.3477 0.1913 0.5 -0.1 -0.6
H -1.9931 0.3157 -1.8766 0.1 1.2 -2.2
H -2.8064 -0.3717 -0.5902 0.0 -0.4 -0.7
H -1.6073 -1.4328 -1.4188 0.3 2.3 0.8
H -1.0426 -1.1282 1.4192 -0.4 1.2 -0.6

[18]
13
Properties=species:S:1:pos:R:3:forces:R:3 method="wB97M-V/def2-TZVPD" molar_mass_g_mol=106.6 energy_ev=-18828.2019 smiles=ClCC1COC1 lumo_energy_ev=0.9 homo_lumo_gap_ha=0.3817
Cl 2.6206 -0.5627 -0.1037 0.5 0.2 -0.2
C 1.4985 0.7201 0.3439 -2.2 -0.3 2.0
C 0.0912 0.2422 -0.3510 0.9 -3.0 -0.1
C -1.3471 0.6168 -0.1482 -1.8 -3.4 -1.4
O -1.8416 -0.7481 0.2252 2.6 0.7 -0.2
C -0.4402 -1.2958 0.0215 -1.4 -0.4 1.6
H 1.7019 0.9242 1.5163 -1.4 -0.9 -2.6
H 1.6540 1.6752 -0.0970 1.0 0.6 -0.7
H 0.2276 0.3901 -1.4229 0.9 -0.5 0.0
H -1.4467 1.2389 0.6266 -1.1 2.8 2.8
H -2.0229 0.7668 -1.0226 1.2 1.1 0.4
H -0.5839 -2.2233 -0.6489 1.0 1.8 0.4
H -0.1114 -1.7445 1.0607 -0.1 1.2 -2.0

[19]
13
Properties=species:S:1:pos:R:3:forces:R:3 method="wB97M-V/def2-TZVPD" molar_mass_g_mol=106.6 energy_ev=-18830.0082 lumo_energy_ev=0.9 homo_lumo_gap_ha=0.4018
C 1.1382 -0.1752 1.0639 -2.7 1.2 0.2
C 0.2303 0.2067 -0.0899 2.0 1.2 -0.4
C -0.3633 -0.8078 -1.0757 0.9 0.3 0.9
C -1.1797 0.6792 0.0340 -1.7 0.3 1.2
H 1.9856 -0.6269 0.7351 2.3 -1.9 -1.2
H 1.5373 0.6664 1.5921 -0.4 0.8 0.5
H 0.5560 -0.8088 1.7163 0.1 -0.3 0.4
H -0.4798 -1.8066 -0.6866 0.0 -0.5 0.4
H 0.1571 -0.8217 -1.9906 0.4 -0.2 -1.3
H -1.4808 1.7309 -0.1064 0.6 -0.3 0.3
H -1.6466 0.2866 0.9758 0.2 0.2 -0.6
O -1.5590 -0.0845 -1.0991 -1.5 0.0 -0.6
Cl 1.1047 1.5618 -1.0689 -0.1 -0.8 0.3